Record 1
Formula: C4H12
Source: the OMol25 dataset
Level of theory: the ωB97M-V functional and the def2-TZVPD basis

Calculated values
Frontier orbital gap ... 12.7 eV
ΔE to the lowest compared entry with this formula, charge and spin ... 8.1 kcal per mole
Max |F| ... 1.22 eV/Å
Molecular weight ... 60.1 Da
SMILES ... CC.CC
E_tot ... -4342.1768 eV

Each line ends with the natural charge from an NBO analysis.
Element x y z (Å)
C 2.09391 0.04292 0.78290  -0.614
C 1.41677 -0.78560 1.89650  -0.614
H 2.69502 0.85005 1.20373  0.204
H 2.78718 -0.59144 0.23481  0.207
H 1.29207 0.46270 0.18518  0.208
H 0.36234 -0.56956 2.05331  0.203
H 1.53965 -1.85425 1.72394  0.204
H 1.87699 -0.63589 2.88324  0.203
C -1.00891 0.31422 -1.60972  -0.613
C -2.48987 0.46466 -1.17336  -0.612
H -0.45806 0.12586 -0.69088  0.200
H -0.81611 -0.54140 -2.25971  0.208
H -0.65207 1.24328 -2.03539  0.207
H -2.93037 1.38715 -1.53606  0.204
H -3.08978 -0.36262 -1.56389  0.204
H -2.61876 0.44990 -0.09459  0.203

Cartesian forces, eV/Å:
C -0.3 -0.2 1.0
C 0.7 -0.2 0.7
H -0.2 0.1 0.0
H -0.2 0.1 -0.4
H 0.5 0.1 -0.5
H -0.1 0.0 -0.3
H -0.3 0.0 -0.2
H 0.1 0.2 -0.2
C -0.6 -0.1 1.1
C 0.0 -0.5 -0.6
H 0.3 0.0 -0.2
H -0.2 0.3 -0.1
H 0.3 0.0 -0.3
H -0.1 0.1 -0.1
H 0.0 0.1 0.0
H 0.1 0.0 0.1



Record 2
Formula: C5H7N3O4
Source: the OMol25 dataset
Level of theory: the ωB97M-V functional and the def2-TZVPD basis

Calculated values
Frontier orbital gap (alpha / beta) ... 5.5 / 5.1 eV
ΔE to the lowest compared entry with this formula, charge and spin ... 41.4 kcal per mole
Max |F| ... 7.26 eV/Å
<S²> ... 2.0158
Molecular weight ... 173.1 Da
E_tot ... -17950.4477 eV
Spin multiplicity ... 3

Each line ends with the natural charge from an NBO analysis.
Element x y z (Å)
C -1.03976 -0.78803 0.17454  0.469
C -3.04856 0.00773 -0.22788  0.856
C 1.24994 1.17738 -0.01862  0.335
C 2.06515 1.91628 -1.02254  -0.622
C 0.89049 -1.88896 1.08957  -0.433
N -1.81164 -1.53116 0.87895  -0.174
N -1.69991 0.18000 -0.46346  -0.628
N 0.27254 -0.99674 0.12693  -0.022
O -3.91964 0.65091 -0.73097  -0.569
O 0.76679 1.54181 0.99985  -0.413
O -3.10885 -1.03402 0.66488  -0.315
O 1.12766 -0.12306 -0.55859  -0.293
H 2.89073 2.27369 -0.56466  0.209
H 2.20137 1.16141 -1.78728  0.233
H 1.36787 2.69196 -1.33006  0.204
H 1.93337 -1.51091 1.27302  0.240
H 0.19394 -1.88254 1.94294  0.244
H 0.92448 -2.81014 0.63229  0.217
H -1.25596 0.96440 -1.07892  0.462

Cartesian forces, eV/Å:
C 0.1 0.8 -0.1
C 0.3 0.7 -0.5
C 3.3 0.2 -5.2
C -3.7 -1.0 -0.5
C 0.3 2.5 0.8
N -0.9 -1.0 1.0
N 1.3 2.6 -2.5
N 2.7 0.8 -1.3
O -0.5 -0.5 0.6
O -3.0 1.9 6.3
O -0.1 0.3 -0.5
O -2.6 -4.7 0.7
H 3.0 1.4 0.9
H 0.5 0.4 -0.4
H 0.6 0.7 -0.7
H -1.2 -0.3 0.1
H 0.8 -0.2 0.1
H 0.2 -2.4 -0.6
H -1.3 -2.1 1.7



Record 3
Formula: C2H5N2O2
Source: the OMol25 dataset
Level of theory: the ωB97M-V functional and the def2-TZVPD basis

Calculated values
Frontier orbital gap (alpha / beta) ... 9.0 / 4.4 eV
ΔE to the lowest compared entry with this formula, charge and spin ... 147.2 kcal per mole
Total charge ... +1
Max |F| ... 4.62 eV/Å
Molecular weight ... 89.1 Da
SMILES ... O=NCC[NH+]=O
E_tot ... -9215.7538 eV

Each line ends with the natural charge from an NBO analysis.
Element x y z (Å)
C 0.68136 0.34656 0.37979  -0.300
C -0.56623 0.47027 -0.56191  -0.362
N 1.18685 -0.96730 0.36446  0.056
N -1.76375 0.03080 0.13375  0.271
O -2.81195 0.55332 0.23221  -0.053
O 0.74990 -1.79740 -0.41964  -0.162
H 1.32269 1.09845 0.00759  0.283
H 0.19713 0.50623 1.38423  0.282
H -0.61656 1.41796 -1.02696  0.259
H -0.36853 -0.40253 -1.37689  0.314
H 1.98909 -1.25635 0.88338  0.413

Cartesian forces, eV/Å:
C -4.5 0.7 0.7
C 2.1 -2.5 -2.0
N -0.7 -1.4 -1.7
N -2.0 -1.0 1.5
O 2.1 0.0 -0.9
O 0.5 -0.2 0.3
H 1.4 0.8 0.2
H 1.5 0.4 -0.4
H -0.3 1.2 -0.4
H -1.0 2.1 1.6
H 1.0 -0.1 1.0